Below is a molecular structure, C3H3NOS3 at a distorted geometry, with properties calculated with ωB97M-V with the def2-TZVPD basis set.

```
11
Properties=species:S:1:pos:R:3:mulliken_charge:R:1
C 1.0721 0.1337 1.1447 -0.04
C -0.5040 -0.0516 -0.6383 0.77
C 0.0728 -1.3449 -1.1596 -0.26
H -1.8366 2.0931 0.2784 0.12
H 1.5229 -0.6648 0.4775 0.25
H 0.5964 -1.2680 -2.4125 0.25
N -0.0105 0.5906 0.4462 -0.06
O 0.0649 -2.4077 -0.4228 -0.42
S -0.9757 1.8575 1.2943 -0.02
S 1.7643 0.6144 2.5307 -0.25
S -1.7666 0.4478 -1.5387 -0.34
```

## Properties
spin multiplicity: 1
net charge: 0
molecular weight: 165.3 g/mol
gap between HOMO and LUMO: 7.77 eV
ΔE to the lowest compared entry with this formula, charge and spin: 61.7 kcal per mole

---

Below is a molecular structure, C2H5OP at a distorted geometry, with properties calculated with ωB97M-V with the def2-TZVPD basis set.

```
9
Properties=species:S:1:pos:R:3:mulliken_charge:R:1
C -0.1168 -0.6486 0.7607 -0.62
C 0.6047 0.5278 0.0231 -0.18
O 1.1309 0.2517 -1.2346 -0.41
P -1.7831 0.0827 0.3016 -0.10
H 0.1667 -1.4691 0.2932 0.35
H 0.0136 -0.7443 1.8570 0.31
H 0.4010 1.6021 0.3215 0.32
H 1.4442 1.0997 -1.4935 0.34
H -1.8610 -0.7021 -0.8289 -0.01
```

## Properties
spin multiplicity: 1
net charge: 0
molecular weight: 76.0 g/mol
gap between HOMO and LUMO (spin up / spin down): 7.67 / 7.68 eV
ΔE to the lowest compared entry with this formula, charge and spin: 63.4 kcal per mole

---

Below is a gas-phase ion, CH5N2S2 (charge +1) at a distorted geometry, with properties calculated with ωB97M-V with the def2-TZVPD basis set.

```
10
Properties=species:S:1:pos:R:3:mulliken_charge:R:1
C 0.3347 0.1903 -0.1734 0.30
N -0.4215 0.8470 -1.0945 -0.48
N -0.5110 -0.4554 1.0066 -0.44
S 1.7216 -1.2614 -0.6730 -0.09
S 2.0107 0.4994 0.3511 -0.04
H 0.0886 1.6971 -1.5310 0.32
H -1.0995 0.3429 -1.7306 0.28
H -0.1779 -1.4160 1.4034 0.43
H -1.4191 -0.5952 0.5499 0.34
H -0.5266 0.1513 1.8916 0.39
```

## Properties
spin multiplicity: 1
net charge: +1
SMILES: NC1([NH3+])SS1
molecular weight: 109.2 g/mol
gap between HOMO and LUMO: 8.56 eV
ΔE to the lowest compared entry with this formula, charge and spin: 47.4 kcal per mole

---

Below is a molecular structure, C4H10N2O, with properties calculated with ωB97M-V with the def2-TZVPD basis set.

```
17
Properties=species:S:1:pos:R:3:mulliken_charge:R:1
C -0.6395 -0.1628 1.0645 0.63
C -1.5503 -0.2097 2.2524 -1.15
N 0.6676 -0.1586 1.2812 -0.25
C -1.7309 0.7855 -0.3027 -0.63
N -1.0518 -0.3303 -0.2580 -0.32
H 1.0427 -0.0108 2.2035 0.18
H 1.2985 -0.2720 0.4825 0.26
H -1.9398 1.0875 -1.3459 0.20
H -1.3682 -1.1489 2.7885 0.37
H -2.5835 -0.1539 1.9292 0.35
H -1.3563 0.6168 2.9378 0.33
C 1.7480 0.1965 -2.3897 -0.59
O 1.4553 -0.7632 -1.3798 -0.60
H 0.4783 -0.8300 -1.2872 0.46
H 2.8293 0.3346 -2.4126 0.24
H 1.4242 -0.1463 -3.3785 0.27
H 1.2764 1.1656 -2.1853 0.26
```

## Properties
spin multiplicity: 1
net charge: 0
molecular weight: 102.1 g/mol
gap between HOMO and LUMO: 8.24 eV
ΔE to the lowest compared entry with this formula, charge and spin: 101.3 kcal per mole

---

Below is a single C2H5N3S2 molecule at a distorted geometry, with properties calculated with ωB97M-V with the def2-TZVPD basis set.

```
12
Properties=species:S:1:pos:R:3:mulliken_charge:R:1
C -0.8371 -0.6268 1.0273 0.34
C 0.6295 0.4986 -0.7302 0.45
H 0.3129 0.8313 1.8326 0.04
H -0.7436 0.0958 2.9619 0.25
H -0.4204 -1.2508 -0.8433 0.22
H 1.2468 0.9627 -2.6751 0.28
H 0.2290 -0.4125 -2.5829 0.25
N -0.4664 0.2112 1.9760 -0.24
N -0.2078 -0.4840 -0.1867 -0.24
N 0.8949 0.1975 -2.0265 -0.46
S -1.9829 -1.7985 1.1748 -0.42
S 1.3451 1.7757 0.0721 -0.45
```

## Properties
spin multiplicity: 1
net charge: 0
SMILES: NC(=S)NC(N)=S
molecular weight: 135.2 g/mol
gap between HOMO and LUMO: 8.80 eV
ΔE to the lowest compared entry with this formula, charge and spin: 2.6 kcal per mole

---

Below is 2 unconnected molecules or ions with the total composition C3H5IS at a distorted geometry, with properties calculated with ωB97M-V with the def2-TZVPD basis set.

```
10
Properties=species:S:1:pos:R:3:mulliken_charge:R:1
C 0.2289 1.0095 -2.2123 -0.71
C 0.3462 0.8709 -0.8766 0.18
C -0.7581 0.5749 0.0233 -0.34
S -0.5680 0.1275 1.5885 -0.18
I 0.9086 -2.6948 4.4301 -0.11
H 0.9684 1.2053 -2.8351 0.34
H -0.8374 0.9100 -2.6296 0.15
H 1.2995 1.2250 -0.4045 0.27
H -1.6899 0.3864 -0.4478 0.30
H 0.1016 -3.6147 3.3639 0.10
```

## Properties
spin multiplicity: 1
net charge: 0
SMILES: C=CC=S.I
molecular weight: 200.0 g/mol
gap between HOMO and LUMO: 7.95 eV
ΔE to the lowest compared entry with this formula, charge and spin: 24.9 kcal per mole